Here is C34H60MnN4OSbSi4 as an isolated structure from OMol25. Energies are from ωB97M-V/def2-TZVPD.

Element x y z (Å)
Mn (-0.6707, 1.0579, 0.7597)
C (0.4784, -1.6563, 3.1155)
C (0.3850, -0.2242, 3.5446)
C (0.7365, 0.1755, 4.8149)
C (0.5613, 1.5146, 5.1830)
C (0.0200, 2.4112, 4.2948)
C (-0.3172, 1.9590, 3.0040)
N (-0.1020, 0.6549, 2.6549)
N (-0.8272, 2.6489, 1.9716)
Si (-1.9393, 3.9865, 2.1998)
C (-2.8084, 4.4064, 0.5907)
C (-3.2660, 3.3983, 3.4204)
C (-1.0927, 5.5267, 2.8890)
H (1.4098, -2.1096, 3.4528)
H (0.4111, -1.7282, 2.0321)
H (-0.3467, -2.2280, 3.5466)
H (1.1356, -0.5444, 5.5155)
H (0.8463, 1.8429, 6.1745)
H (-0.1326, 3.4518, 4.5444)
H (-3.2449, 3.5188, 0.1365)
H (-2.1417, 4.8666, -0.1397)
H (-3.6165, 5.1144, 0.7929)
H (-3.9720, 2.7170, 2.9389)
H (-3.8421, 4.2486, 3.7930)
H (-2.8360, 2.8838, 4.2827)
H (-0.0787, 5.6691, 2.5115)
H (-1.0465, 5.4979, 3.9801)
H (-1.6772, 6.4079, 2.6153)
C (2.8711, -1.5559, -2.7768)
Sb (1.1631, -0.6226, -1.7852)
C (1.2179, 1.2780, 0.2220)
C (2.2422, 0.4206, 0.7679)
C (2.9645, 0.6492, 1.9580)
C (4.0412, -0.1445, 2.2673)
C (4.4313, -1.1605, 1.3874)
C (3.6697, -1.3756, 0.2683)
N (2.5813, -0.6401, -0.0016)
Si (1.9944, 2.9323, -0.3441)
C (3.1247, 3.6798, 0.9775)
C (3.1040, 2.4674, -1.8112)
C (0.6647, 4.1933, -0.7681)
C (-0.0942, -2.4425, -1.3156)
C (-1.2212, -2.0576, -0.4021)
C (-2.3069, -2.9437, -0.2495)
C (-3.4120, -2.6158, 0.4982)
C (-3.4652, -1.3662, 1.1101)
C (-2.3836, -0.5463, 0.9303)
N (-1.2845, -0.8655, 0.2177)
Si (-0.9156, -2.7609, -3.0758)
C (-1.4947, -4.5452, -3.3310)
C (0.2520, -2.3624, -4.5033)
C (-2.4543, -1.6817, -3.3070)
Si (0.7760, -4.0894, -0.7363)
C (-0.4522, -5.4391, -0.2177)
C (1.8519, -3.9949, 0.8244)
C (1.7861, -4.7993, -2.1736)
H (3.7261, -0.8998, -2.6119)
H (2.6769, -1.6002, -3.8465)
H (3.1019, -2.5531, -2.4121)
H (2.6621, 1.4702, 2.5923)
H (4.6101, 0.0275, 3.1721)
H (5.2968, -1.7765, 1.5810)
H (3.9093, -2.1584, -0.4369)
H (3.9674, 3.0327, 1.2241)
H (2.5765, 3.8953, 1.8986)
H (3.5322, 4.6233, 0.6081)
H (3.8159, 1.6887, -1.5194)
H (3.6846, 3.3287, -2.1464)
H (2.5302, 2.0982, -2.6653)
H (-0.3089, 3.7240, -0.6442)
H (0.7442, 4.5721, -1.7879)
H (0.7235, 5.0455, -0.0878)
H (-2.2704, -3.8943, -0.7562)
H (-4.2359, -3.3110, 0.5923)
H (-4.3164, -1.0466, 1.6930)
H (-2.4034, 0.4524, 1.3874)
H (-0.7624, -5.2955, -3.0374)
H (-1.6846, -4.6789, -4.3989)
H (-2.4322, -4.7602, -2.8154)
H (1.1352, -3.0022, -4.5240)
H (0.5795, -1.3195, -4.5024)
H (-0.2929, -2.5294, -5.4345)
H (-2.8649, -1.2929, -2.3754)
H (-3.2401, -2.2694, -3.7862)
H (-2.2395, -0.8328, -3.9587)
H (-1.0280, -5.1557, 0.6653)
H (0.1463, -6.3120, 0.0571)
H (-1.1470, -5.7595, -0.9951)
H (1.9362, -3.0063, 1.2576)
H (2.8623, -4.3607, 0.6312)
H (1.4132, -4.6459, 1.5825)
H (1.2427, -5.6100, -2.6602)
H (2.7194, -5.2253, -1.8003)
H (2.0351, -4.0683, -2.9418)
C (-1.1848, 2.4522, -2.9590)
C (-1.8466, 1.4856, -1.9802)
C (-3.3678, 1.5194, -2.1188)
O (-1.4659, 1.7447, -0.6665)
H (-1.4694, 2.1897, -3.9789)
H (-0.0985, 2.3969, -2.8638)
H (-1.5030, 3.4758, -2.7555)
H (-1.5109, 0.4729, -2.2617)
H (-3.7397, 2.5265, -1.9277)
H (-3.8307, 0.8329, -1.4069)
H (-3.6609, 1.2300, -3.1288)

Net charge   +1
<S²>   3.851
Spin multiplicity   4
ΔE to the lowest compared entry with this formula, charge and spin   18.6 kcal per mole
HOMO-LUMO gap (alpha / beta)   6.422 / 6.512 eV

Results of the Löwdin charge analysis, in e, for atoms 1 through 99: 0.682, -0.015, -0.319, -0.040, -0.042, -0.013, -0.424, 0.049, -0.069, 0.448, -0.160, -0.161, -0.165, 0.089, 0.045, 0.099, 0.115, 0.117, 0.100, 0.010, 0.025, 0.042, 0.026, 0.036, 0.022, 0.024, 0.023, 0.035, -0.306, 1.595, -0.285, -0.411, -0.032, -0.016, -0.030, -0.138, -0.055, 0.508, -0.168, -0.180, -0.167, -0.516, -0.391, -0.051, -0.009, -0.014, -0.142, 0.044, 0.485, -0.167, -0.197, -0.149, 0.526, -0.180, -0.162, -0.166, 0.010, -0.003, -0.019, 0.115, 0.123, 0.116, 0.109, 0.025, 0.030, 0.041, 0.026, 0.038, 0.008, -0.020, 0.042, 0.034, 0.081, 0.126, 0.122, 0.107, 0.002, 0.048, 0.038, 0.023, 0.008, 0.050, 0.018, 0.049, 0.039, 0.037, 0.050, 0.019, -0.022, 0.038, 0.040, 0.033, 0.043, -0.007, -0.040, -0.546, -0.042, -0.314, 0.087